The following is a quantum chemistry calculation of C15H20N2O11P2TeV as an isolated structure, from OMol25.

```
52
Properties=species:S:1:pos:R:3
V -0.7377 0.3915 0.0136
C 1.7379 -2.4217 0.4302
C 1.8903 -1.2855 1.4378
O 2.9450 -1.7266 2.2751
P 0.4427 -0.9754 2.5293
O -0.2105 -2.3720 2.8134
O 0.9616 -0.5100 3.9310
O -0.4544 0.0913 1.9601
P 2.3896 0.2865 0.5800
O 2.4074 1.3371 1.7902
O 3.7244 0.0479 0.0174
O 1.2044 0.6459 -0.3057
H 1.4181 -3.3438 0.9110
H 2.6750 -2.5430 -0.1135
H 0.4485 -2.8794 -1.0908
H 3.7829 -1.4494 1.8690
H -0.3989 -2.5555 3.7449
H 0.9579 0.4591 4.0412
H 3.3133 1.6100 1.9921
N -0.8989 0.3672 -2.1319
N -1.8152 -0.6964 -2.3244
C -2.8166 -0.7864 -1.3104
O -3.7419 -1.5291 -1.4426
O -2.5491 0.0160 -0.2925
H -1.2294 1.2394 -2.5435
H 0.0004 0.1366 -2.5444
H -2.1859 -0.7923 -3.2614
Te -1.5810 3.0754 0.5561
C -0.0641 4.4098 0.0065
C -0.2537 5.7678 0.2521
C 0.7370 6.6724 -0.1001
C 1.9025 6.2274 -0.7051
C 2.0877 4.8766 -0.9595
C 1.1061 3.9615 -0.6012
C -1.0883 2.9010 2.6030
C 0.1767 3.2191 3.0677
C 0.4932 2.9755 4.4010
C -0.4505 2.4162 5.2533
C -1.7217 2.1149 4.7788
C -2.0458 2.3606 3.4536
H -1.1663 6.1217 0.7148
H 0.5950 7.7273 0.0922
H 2.6694 6.9380 -0.9838
H 2.9966 4.5324 -1.4350
H 1.2565 2.9072 -0.7850
H 0.9199 3.6441 2.4057
H 1.4735 3.2434 4.7756
H -0.2038 2.2371 6.2918
H -2.4655 1.6983 5.4448
H -3.0386 2.1205 3.0917
O 0.7488 -2.0800 -0.6162
O -0.4670 -1.6452 0.0512
```

The calculation puts the total energy at -3415.44438 Eh. Its energy above the lowest of the compared OMol25 structures with the same formula, charge and spin is 13.7 kcal per mole. The spin multiplicity is 3. The total charge is +1. Its HOMO energy (alpha / beta) is -11.573 / -11.530 eV.